DFT (the ωB97M-V functional and the def2-TZVPD basis) results for an isolated ion of composition C3H9IN and charge +1 at a distorted geometry.

Calculated values
structure (SMILES) = C[C@H]([NH3+])CI
energy = -471.881636 a.u.
net charge = +1
gap between HOMO and LUMO = 10.3 eV
LUMO energy = -0.12987 Ha
HOMO = -13.8 eV

Each line ends with the Mulliken charge.
Element x y z (Å)
C (0.54769, 0.64794, -0.87983)  -1.247
C (0.22165, 0.07993, 0.54072)  -0.044
N (-0.04599, -1.32646, 0.16651)  -0.185
C (-0.93363, 0.65273, 1.18143)  -1.060
I (-1.91147, -0.50719, 2.69498)  0.157
H (1.31768, -0.02068, -1.28825)  0.429
H (-0.43091, 0.73062, -1.44576)  0.398
H (0.96226, 1.67504, -0.84200)  0.345
H (1.10137, 0.08078, 1.11981)  0.363
H (-0.48061, -1.83919, 0.87705)  0.165
H (0.65206, -1.80180, -0.37367)  0.336
H (-0.79652, -1.14101, -0.49727)  0.426
H (-0.66970, 1.65266, 1.54197)  0.492
H (-1.64320, 0.82481, 0.36739)  0.425